{"formula": "C4H9NOS", "method": "ωB97M-V/def2-TZVPD", "elements": ["O", "C", "N", "C", "C", "S", "C", "H", "H", "H", "H", "H", "H", "H", "H", "H"], "positions_angstrom": [[-1.114, -1.475, -2.359], [0.008, -1.058, -2.272], [0.428, -0.242, -1.225], [-0.389, -0.082, -0.060], [0.327, -0.768, 1.219], [0.500, 0.118, 2.808], [-0.649, 1.385, 0.253], [0.861, -1.207, -2.948], [1.360, 0.081, -1.127], [-1.362, -0.551, -0.013], [-0.327, -1.590, 1.513], [1.309, -1.158, 0.967], [1.339, 1.096, 2.413], [-1.021, 1.878, -0.662], [0.179, 2.040, 0.520], [-1.447, 1.534, 0.973]], "total_energy_ha": -685.9771, "smiles": "C[C@H](CS)NC=O", "fmax_ev_per_a": 3.69, "e_lumo_ev": 0.7, "e_above_lowest_kj_mol": 109.8}